# 1
DFT (wB97M-V/def2-TZVPD) results for C40H36ClIN3OS4V as an isolated structure in a non-equilibrium geometry.

Computed properties:
- HOMO-LUMO gap (spin up / spin down) (eV) = 4.061 / 4.095

Geometry as ORCA input:
```
! RIJCOSX wB97M-V def2-TZVPD def2/J DEFGRID3
* xyz -1 2
V -1.650 1.091 -1.220
S 2.495 0.252 1.300
C 1.288 0.803 2.414
C 1.220 0.323 3.766
C 0.002 0.342 4.466
C -1.024 1.063 3.960
C -0.800 1.790 2.748
C 0.258 1.526 1.848
S 0.259 1.954 0.070
C -0.624 3.554 0.095
C -2.136 3.466 0.068
C -2.893 4.273 0.918
C -4.264 4.242 0.912
C -4.915 3.363 0.039
C -4.147 2.620 -0.868
C -4.662 1.902 -2.052
S -3.781 0.299 -2.266
C -4.394 -0.679 -0.918
C -5.745 -1.019 -1.029
C -6.482 -1.348 0.041
C -5.942 -1.448 1.298
C -4.598 -1.090 1.434
C -3.809 -0.646 0.342
S -2.150 -0.085 0.538
N -2.812 2.643 -0.777
H 2.206 0.016 4.158
H -0.203 -0.284 5.363
H -1.975 1.060 4.511
H -1.478 2.600 2.528
H -0.245 4.091 -0.746
H -0.300 4.206 0.947
H -2.306 5.101 1.381
H -4.918 4.831 1.580
H -5.975 3.446 -0.159
H -4.512 2.442 -2.978
H -5.743 1.669 -1.990
H -6.165 -1.186 -2.014
H -7.532 -1.472 -0.155
H -6.578 -1.756 2.156
H -4.000 -0.998 2.338
Cl -0.439 -0.392 -7.830
C -0.653 0.692 -6.504
C -1.213 1.939 -6.677
C -1.241 2.807 -5.625
I -1.960 4.828 -5.745
C -0.933 2.433 -4.276
O -0.809 3.314 -3.365
C -0.603 1.001 -4.088
N -0.530 0.501 -2.784
C 0.104 -0.669 -2.626
C 0.650 -1.373 -3.724
C 0.499 -0.899 -4.990
C -0.236 0.260 -5.198
H -1.559 2.165 -7.666
H 0.353 -0.888 -1.535
H 1.224 -2.308 -3.492
H 0.766 -1.490 -5.829
C 3.485 -2.859 4.617
C 2.650 -3.497 3.542
C 1.221 -2.955 3.598
C 3.294 -3.315 2.177
C 3.278 -4.345 1.313
C 3.736 -4.163 0.024
C 4.429 -3.024 -0.335
C 4.626 -2.012 0.539
C 5.557 -0.933 0.144
C 5.147 -0.282 -1.216
C 5.913 0.166 1.171
C 3.785 -2.032 1.737
N 3.245 -0.927 2.201
H 2.802 -2.640 5.503
H 4.018 -1.923 4.251
H 4.324 -3.552 4.918
H 2.598 -4.596 3.650
H 1.118 -1.809 3.464
H 0.775 -3.114 4.575
H 0.501 -3.457 2.976
H 2.923 -5.366 1.542
H 3.506 -4.946 -0.714
H 4.992 -2.920 -1.194
H 6.504 -1.428 -0.149
H 4.104 -0.342 -1.426
H 5.688 -0.700 -2.086
H 5.379 0.795 -1.210
H 5.442 1.139 0.864
H 6.964 0.310 1.287
H 5.609 -0.152 2.142
*
```

Atomic partial charges in e from the Löwdin method, atoms 1 to 2: V 0.17; S 0.93

=====

# 2
DFT (wB97M-V/def2-TZVPD) results for a 8-piece molecular cluster, C40H36N8O12 overall in a non-equilibrium geometry.

Computed properties:
- HOMO-LUMO gap (spin up / spin down) (eV) = 5.988 / 2.126

Geometry as ORCA input:
```
! RIJCOSX wB97M-V def2-TZVPD def2/J DEFGRID3
* xyz 1 2
C 3.657 1.256 2.660
C 4.513 1.529 1.522
N 5.140 1.785 0.609
H 4.119 0.344 3.037
H 2.589 1.176 2.457
H 3.861 1.944 3.481
C -0.142 -0.045 0.782
C 1.162 -0.029 0.150
N 2.243 -0.008 -0.351
H -0.534 0.971 0.830
H -0.145 -0.366 1.823
H -0.803 -0.629 0.141
C -1.224 3.565 0.226
C -2.554 3.813 0.514
C -3.457 4.096 -0.516
C -2.913 4.286 -1.818
C -1.549 4.131 -2.111
C -0.657 3.726 -1.075
N -3.902 4.499 -2.876
O -3.774 3.874 -3.884
O -4.814 5.307 -2.631
H -0.632 3.153 1.030
H -2.932 3.745 1.524
H -4.521 4.249 -0.420
H -1.216 4.178 -3.137
H 0.397 3.546 -1.226
C 0.788 -2.359 -2.611
C 1.067 -3.588 -3.237
C 0.946 -3.683 -4.622
C 0.307 -2.669 -5.256
C -0.008 -1.513 -4.589
C 0.221 -1.289 -3.287
N -0.061 -2.815 -6.745
O 0.127 -3.922 -7.179
O -0.205 -1.809 -7.468
H 1.086 -2.371 -1.573
H 1.486 -4.321 -2.563
H 1.247 -4.617 -5.073
H -0.534 -0.783 -5.187
H -0.072 -0.411 -2.731
C 4.032 -2.805 -1.687
C 4.023 -4.021 -1.046
C 4.507 -4.040 0.243
C 5.179 -2.969 0.862
C 5.153 -1.787 0.136
C 4.561 -1.628 -1.069
N 5.799 -3.062 2.194
O 6.153 -2.066 2.819
O 6.048 -4.166 2.691
H 3.477 -2.795 -2.614
H 3.484 -4.851 -1.479
H 4.265 -4.972 0.732
H 5.686 -0.936 0.533
H 4.603 -0.653 -1.532
C -7.543 -2.521 3.167
C -7.497 -2.484 1.733
C -6.489 -1.830 1.032
C -5.393 -1.201 1.710
C -5.385 -1.313 3.119
C -6.551 -1.876 3.818
N -4.300 -0.528 0.886
O -4.421 -0.543 -0.335
O -3.369 -0.075 1.467
H -8.379 -3.087 3.552
H -8.251 -2.929 1.101
H -6.569 -1.631 -0.026
H -4.541 -0.993 3.711
H -6.417 -1.880 4.890
C -1.142 0.317 8.505
C -0.860 -0.397 7.352
C -1.108 0.086 6.069
C -1.651 1.426 5.950
C -1.978 2.100 7.151
C -1.767 1.540 8.386
N -1.879 2.033 4.628
O -1.476 1.512 3.631
O -2.676 2.958 4.553
H -0.777 -0.163 9.401
H -0.215 -1.263 7.371
H -0.916 -0.489 5.176
H -2.462 3.050 6.983
H -2.143 1.962 9.306
C 3.022 3.016 -3.412
C 2.584 3.135 -4.723
C 2.676 2.064 -5.620
C 2.965 0.835 -5.091
C 3.337 0.658 -3.744
C 3.362 1.759 -2.936
N 2.768 -0.390 -5.936
O 3.140 -1.450 -5.449
O 2.328 -0.207 -7.033
H 2.905 3.882 -2.776
H 2.239 4.092 -5.086
H 2.421 2.229 -6.657
H 3.496 -0.329 -3.337
H 3.636 1.732 -1.891
*
```

Atomic partial charges in e from the Löwdin method, atoms 1 to 2: C -0.06; C -0.30

=====

# 3
DFT (wB97M-V/def2-TZVPD) results for C40H37ClIN4O3ReS3 as an isolated structure.

Computed properties:
- HOMO-LUMO gap (spin up / spin down) (eV) = 5.740 / 5.764

Geometry as ORCA input:
```
! RIJCOSX wB97M-V def2-TZVPD def2/J DEFGRID3
* xyz 3 4
Re 1.314 -0.271 1.624
S -1.015 -0.585 1.357
C -1.332 -0.702 -0.320
N -2.526 -0.988 -0.761
C -2.783 -1.092 -2.201
C -1.964 -0.070 -2.935
N -0.556 -0.183 -2.533
C 0.424 0.082 -3.610
C 0.348 -1.000 -4.656
C -0.096 -0.705 -5.939
C -0.171 -1.707 -6.897
C 0.189 -3.006 -6.570
C 0.633 -3.305 -5.287
C 0.715 -2.305 -4.332
C -0.237 -0.471 -1.305
S 1.398 -0.601 -0.803
C -3.700 -1.229 0.111
C -4.618 -0.031 0.079
C -5.772 -0.051 -0.697
C -6.600 1.063 -0.745
C -6.276 2.198 -0.017
C -5.131 2.218 0.770
C -4.302 1.108 0.818
H -3.842 -0.904 -2.365
H -2.546 -2.109 -2.527
H -2.301 0.948 -2.721
H -2.013 -0.252 -4.007
H 1.408 0.154 -3.160
H 0.156 1.054 -4.029
H -0.367 0.312 -6.200
H -0.505 -1.472 -7.898
H 0.133 -3.786 -7.316
H 0.926 -4.316 -5.040
H 1.083 -2.535 -3.337
H -3.348 -1.455 1.113
H -4.196 -2.115 -0.288
H -6.048 -0.948 -1.240
H -7.505 1.035 -1.336
H -6.929 3.060 -0.043
H -4.903 3.091 1.367
H -3.432 1.111 1.465
Cl 0.751 -5.410 6.203
C 0.755 -3.875 5.426
C 0.403 -2.752 6.120
C 0.399 -1.474 5.510
I -0.140 0.212 6.600
C 0.763 -1.364 4.192
O 0.822 -0.203 3.494
C 1.126 -2.516 3.463
N 1.465 -2.308 2.151
C 1.780 -3.357 1.401
C 1.807 -4.654 1.908
C 1.489 -4.874 3.228
C 1.128 -3.794 4.052
H 0.121 -2.834 7.161
H 2.001 -3.166 0.358
H 2.076 -5.472 1.255
H 1.508 -5.875 3.639
O 3.666 -0.926 0.879
C 4.869 -0.454 1.472
C 4.486 0.654 2.413
C 5.472 1.392 3.048
C 5.104 2.347 3.978
C 3.754 2.533 4.246
C 2.830 1.772 3.563
N 3.183 0.851 2.650
H 3.816 -1.780 0.459
H 5.553 -0.097 0.701
H 5.354 -1.253 2.037
H 6.513 1.204 2.819
H 5.855 2.930 4.494
H 3.421 3.250 4.983
H 1.772 1.881 3.748
C 1.668 4.231 1.226
S 1.678 2.689 0.311
O 0.932 1.740 1.290
C 0.443 3.034 -0.922
C 0.882 3.388 -2.191
C -0.058 3.758 -3.144
C -1.409 3.751 -2.824
C -1.834 3.369 -1.554
C -0.905 3.014 -0.589
H 0.661 4.424 1.590
H 1.988 5.015 0.538
H 2.378 4.142 2.047
H 1.940 3.391 -2.429
H 0.268 4.063 -4.130
H -2.137 4.058 -3.563
H -2.887 3.373 -1.305
H -1.217 2.733 0.411
*
```

Atomic partial charges in e from the Löwdin method, atoms 1 to 2: Re 1.31; S 0.86

=====

# 4
DFT (wB97M-V/def2-TZVPD) results for C40H38AsCl4N5O2S4Si2W as an isolated structure.

Computed properties:
- HOMO-LUMO gap (eV) = 5.594

Geometry as ORCA input:
```
! RIJCOSX wB97M-V def2-TZVPD def2/J DEFGRID3
* xyz 2 1
W -0.267 -0.619 -0.341
C 4.880 1.578 -0.152
S 4.747 -0.071 -0.876
C 3.039 -0.347 -0.886
S 1.965 0.547 0.243
N 2.594 -1.286 -1.625
N 1.275 -1.639 -1.412
C 0.889 -2.677 -2.083
C -0.383 -3.278 -1.728
C -0.907 -4.377 -2.375
C -2.090 -4.929 -1.889
C -2.690 -4.380 -0.771
C -2.118 -3.257 -0.187
N -0.999 -2.715 -0.658
H 5.912 1.878 -0.324
H 4.685 1.564 0.917
H 4.223 2.278 -0.665
H 1.520 -3.116 -2.846
H -0.409 -4.789 -3.242
H -2.535 -5.781 -2.386
H -3.610 -4.781 -0.369
H -2.581 -2.747 0.649
S -3.890 3.610 1.479
C -4.267 5.189 2.006
C -3.489 5.578 3.054
C -2.549 4.583 3.425
C -2.629 3.462 2.646
C -1.811 2.251 2.729
C -1.390 1.623 1.548
N -0.653 0.519 1.528
C -0.326 -0.044 2.713
C -0.649 0.531 3.944
C -0.231 -0.149 5.141
C 0.424 -1.326 5.084
C 0.718 -1.954 3.823
C 1.338 -3.201 3.698
C 1.564 -3.740 2.444
C 1.134 -2.995 1.334
N 0.525 -1.823 1.416
C 0.330 -1.299 2.651
C 2.209 -5.036 2.250
C 2.962 -5.744 3.145
C 3.429 -6.976 2.627
C 3.023 -7.188 1.346
S 2.077 -5.896 0.758
C -1.407 1.705 3.934
H -5.065 5.738 1.533
H -3.582 6.537 3.540
H -1.826 4.705 4.220
H -1.679 2.031 0.590
H -0.465 0.302 6.097
H 0.726 -1.830 5.992
H 1.620 -3.748 4.589
H 1.302 -3.384 0.340
H 3.197 -5.395 4.141
H 4.041 -7.672 3.180
H 3.227 -8.038 0.715
H -1.712 2.162 4.867
Cl -6.798 -1.682 -2.065
C -5.111 -1.380 -2.138
C -4.399 -1.662 -3.306
Cl -5.200 -2.320 -4.674
C -3.024 -1.417 -3.360
Cl -2.092 -1.778 -4.764
C -2.393 -0.885 -2.253
O -1.063 -0.649 -2.162
C -3.087 -0.658 -1.067
O -2.321 -0.332 -0.032
C -4.454 -0.877 -1.012
Cl -5.268 -0.591 0.475
C 2.127 4.877 -1.199
Si 0.794 3.954 -0.294
C 1.252 3.831 1.505
C -0.891 4.693 -0.594
As 0.620 1.705 -1.222
Si 1.441 1.753 -3.518
C 1.238 0.103 -4.326
C 3.211 2.306 -3.580
C 0.225 3.018 -4.147
H 2.050 5.922 -0.878
H 2.018 4.868 -2.281
H 3.129 4.538 -0.933
H 1.611 4.820 1.808
H 2.060 3.122 1.693
H 0.402 3.583 2.139
H -1.306 5.063 0.346
H -1.615 3.992 -1.013
H -0.809 5.539 -1.279
H 2.039 -0.581 -4.040
H 1.322 0.276 -5.404
H 0.271 -0.352 -4.127
H 3.881 1.499 -3.282
H 3.430 3.192 -2.989
H 3.439 2.542 -4.624
H -0.772 2.912 -3.712
H 0.115 2.869 -5.224
H 0.567 4.041 -3.988
*
```

Atomic partial charges in e from the Löwdin method, atoms 1 to 2: W 1.39; C -0.38

=====

# 5
DFT (wB97M-V/def2-TZVPD) results for a 3-piece molecular cluster, C40H38BrIN2O5S overall in a non-equilibrium geometry.

Computed properties:
- structure (SMILES) = CC[C@@H](Br)c1cc2c(c(N(C(C)=O)C(C)=O)c1COO)Nc1cc(CC(=O)c3ccccc3)cc(I)c1S2.c1ccccc1.c1ccccc1
- HOMO-LUMO gap (eV) = 8.465

Geometry as ORCA input:
```
! RIJCOSX wB97M-V def2-TZVPD def2/J DEFGRID3
* xyz 0 1
C -5.638 3.468 1.412
C -4.603 3.005 2.480
C -3.229 3.756 2.355
Br -2.927 4.721 4.040
C -2.145 2.717 2.066
C -1.562 2.076 3.157
C -0.612 1.125 2.927
C -0.184 0.775 1.662
C -0.766 1.391 0.571
N -0.436 1.085 -0.806
C -0.613 -0.277 -1.149
C -1.924 -1.004 -0.948
O 0.349 -0.887 -1.606
C 0.868 1.579 -1.227
C 0.978 1.935 -2.701
O 1.799 1.721 -0.469
C -1.734 2.374 0.796
C -2.332 3.072 -0.429
O -3.222 2.196 -1.145
O -3.946 1.447 -0.193
N 0.827 -0.200 1.511
C 0.559 -1.407 2.174
C 0.594 -2.631 1.549
C 0.314 -3.798 2.225
C 0.335 -5.115 1.449
C -0.367 -6.204 2.255
O 0.294 -6.889 3.022
C -1.835 -6.496 2.121
C -2.618 -6.558 3.257
C -3.951 -6.856 3.205
C -4.574 -7.101 1.996
C -3.801 -7.013 0.860
C -2.465 -6.716 0.914
C 0.025 -3.756 3.565
C -0.020 -2.538 4.217
I -0.481 -2.507 6.279
C 0.239 -1.391 3.521
S 0.171 0.235 4.269
H -5.144 4.045 0.624
H -6.375 4.107 1.909
H -6.125 2.617 0.936
H -4.997 3.055 3.495
H -4.419 1.946 2.274
H -3.313 4.512 1.582
H -1.821 2.292 4.186
H -1.776 -2.055 -1.195
H -2.718 -0.579 -1.571
H -2.205 -0.978 0.116
H 1.802 2.629 -2.892
H 1.014 1.014 -3.289
H 0.054 2.455 -2.994
H -1.491 3.295 -1.094
H -2.804 4.020 -0.167
H -3.703 0.518 -0.311
H 1.106 -0.335 0.548
H 0.827 -2.628 0.483
H 1.339 -5.414 1.141
H -0.250 -4.941 0.532
H -2.143 -6.366 4.216
H -4.546 -6.915 4.113
H -5.631 -7.339 1.956
H -4.295 -7.215 -0.087
H -1.880 -6.678 -0.003
H -0.171 -4.646 4.152
C 5.877 -0.301 -4.290
C 5.876 0.042 -2.944
C 4.712 -0.082 -2.197
C 3.548 -0.545 -2.797
C 3.548 -0.880 -4.144
C 4.713 -0.760 -4.891
H 6.787 -0.211 -4.871
H 6.782 0.406 -2.477
H 4.710 0.184 -1.147
H 2.641 -0.643 -2.213
H 2.638 -1.236 -4.613
H 4.713 -1.024 -5.941
C 4.144 4.105 -2.952
C 3.655 4.889 -1.915
C 3.844 6.264 -1.937
C 4.525 6.854 -2.994
C 5.021 6.068 -4.026
C 4.829 4.694 -4.006
H 3.992 3.032 -2.938
H 3.126 4.426 -1.090
H 3.460 6.877 -1.131
H 4.670 7.927 -3.013
H 5.557 6.528 -4.847
H 5.213 4.080 -4.811
*
```

Atomic partial charges in e from the Löwdin method, atoms 1 to 2: C -0.09; C -0.26